[1]
Formula: C48H84F18N2O16
Source: the OMol25 dataset
Level of theory: ωB97M-V/def2-TZVPD

Positions of all 168 atoms, in Å:
1 F 4.064 -4.289 -3.654
2 F -7.717 -2.135 2.285
3 F 4.755 9.551 12.345
4 F -9.273 -2.888 3.652
5 F -1.569 0.352 -0.523
6 F -9.949 2.321 -6.301
7 F -8.634 3.883 -6.826
8 F -3.621 3.078 5.324
9 F 5.580 -3.135 -4.702
10 F -3.517 2.987 3.203
11 F -9.231 -3.603 1.583
12 F 3.019 9.493 13.722
13 F -2.104 1.897 4.477
14 F 3.173 11.144 12.295
15 F -0.825 -1.275 0.731
16 F 6.085 -4.061 -2.865
17 F -0.377 -1.245 -1.374
18 F -10.174 4.257 -5.329
19 O -1.368 4.682 5.434
20 O 1.338 0.188 1.193
21 O -10.710 -1.697 0.852
22 O -8.761 3.266 -3.346
23 O 1.176 1.167 -0.866
24 O 4.236 -2.788 8.389
25 O 5.172 -5.617 -5.851
26 O 1.374 9.353 11.347
27 O 6.488 -6.335 -4.115
28 O -7.365 2.185 -4.885
29 O -1.612 4.674 3.064
30 O 9.727 1.172 4.501
31 O -2.439 -5.094 6.547
32 O 3.170 7.948 10.901
33 O -10.235 -0.425 2.729
34 O 6.455 4.054 -2.372
35 N -1.495 -8.911 -3.682
36 N -2.082 3.310 -8.982
37 C 2.552 9.016 11.570
38 C -8.388 2.870 -4.632
39 C 6.057 -1.217 8.464
40 C -0.822 -5.417 8.374
41 C 2.481 7.110 10.017
42 C 10.057 -0.152 2.438
43 C -0.102 -9.214 -3.791
44 C 10.500 0.548 3.715
45 C -0.233 -4.426 6.023
46 C 8.232 3.973 -3.963
47 C -0.922 4.389 -7.009
48 C -7.897 2.982 -2.297
49 C 3.440 6.029 9.526
50 C -1.873 4.230 4.355
51 C 3.772 -0.791 9.666
52 C 2.687 0.740 3.049
53 C 12.019 0.552 3.951
54 C -2.005 3.405 -7.507
55 C 4.684 -1.738 8.862
56 C 2.523 0.851 1.546
57 C -2.636 0.845 -8.957
58 C 7.517 -8.007 -5.584
59 C 0.719 0.385 -0.011
60 C -9.019 -2.537 2.388
61 C 5.347 -4.203 -3.955
62 C -3.072 2.270 -9.358
63 C -2.771 3.019 4.318
64 C -11.830 -0.881 0.415
65 C 0.491 -9.911 -2.556
66 C -3.271 -7.844 -2.403
67 C -10.007 -1.437 1.998
68 C -0.562 -0.454 -0.290
69 C -9.312 3.363 -5.795
70 C -2.394 4.593 -9.611
71 C -1.243 -5.077 6.932
72 C -2.365 4.530 -11.175
73 C 5.973 5.243 -4.394
74 C 5.676 -5.472 -4.755
75 C -1.398 -7.296 -5.633
76 C -0.786 5.790 2.934
77 C 6.514 -7.750 -4.466
78 C -1.986 -8.547 -4.974
79 C 3.445 9.816 12.508
80 C -1.480 7.074 3.518
81 C -13.103 -1.156 1.127
82 C -1.784 -7.878 -2.646
83 C 6.865 4.470 -3.452
84 C -6.826 4.116 -2.297
85 H -8.504 2.980 -1.392
86 H -1.329 5.373 -6.775
87 H 8.513 3.067 -3.427
88 H -0.312 -7.332 -5.720
89 H -3.343 4.982 -9.243
90 H -6.207 4.119 -1.399
91 H 12.255 1.453 4.517
92 H 5.548 -8.122 -4.807
93 H 5.300 4.589 -4.949
94 H 6.150 -1.181 7.379
95 H -7.408 2.015 -2.409
96 H 0.099 -10.912 -2.376
97 H -1.785 -9.354 -5.678
98 H -1.888 2.446 -7.002
99 H -3.174 3.965 -11.638
100 H 1.625 6.690 10.545
101 H -3.971 -7.793 -3.237
102 H -13.406 -2.203 1.115
103 H 0.051 -9.831 -4.677
104 H -3.069 -8.504 -4.857
105 H 2.455 1.913 1.309
106 H -3.186 2.231 -10.442
107 H 0.477 -8.303 -3.944
108 H -0.963 8.014 3.328
109 H -1.724 -5.645 8.943
110 H -0.710 -4.216 5.066
111 H -3.460 -8.650 -1.695
112 H 8.922 4.801 -3.799
113 H 2.511 -0.291 3.356
114 H -1.298 -8.180 -1.719
115 H -1.464 4.039 -11.545
116 H 0.483 -5.162 5.658
117 H 10.468 -1.161 2.435
118 H 2.138 7.790 9.237
119 H -1.622 -6.396 -5.060
120 H -3.292 0.173 -9.511
121 H 4.310 6.598 9.197
122 H 3.732 0.917 3.306
123 H 0.391 -9.213 -1.725
124 H 0.266 -3.565 6.468
125 H -1.724 7.066 4.581
126 H 8.995 0.055 2.301
127 H -3.416 -6.912 -1.857
128 H -1.604 0.618 -9.225
129 H 6.588 5.751 -5.137
130 H -1.959 -7.184 -6.561
131 H -11.998 -1.292 -0.580
132 H 5.357 5.977 -3.874
133 H 3.005 5.425 8.729
134 H 4.392 -0.137 10.280
135 H 6.841 -8.321 -3.596
136 H -13.166 -0.646 2.088
137 H 8.551 -7.778 -5.326
138 H -0.182 -6.299 8.372
139 H 1.571 -10.011 -2.662
140 H -0.528 4.039 -6.055
141 H -2.476 7.228 3.105
142 H -0.030 4.453 -7.632
143 H -11.569 0.176 0.365
144 H 3.346 0.394 0.997
145 H 3.136 -1.379 10.328
146 H 8.216 3.781 -5.036
147 H 7.376 -9.047 -5.878
148 H 3.170 -0.216 8.962
149 H 2.050 1.439 3.593
150 H 10.599 0.266 1.590
151 H -0.300 -4.593 8.861
152 H 6.800 -1.962 8.751
153 H -13.837 -0.741 0.436
154 H -1.627 5.315 -9.331
155 H 0.232 5.596 3.272
156 H -6.133 4.139 -3.138
157 H -3.989 2.636 -8.895
158 H -0.687 5.887 1.853
159 H 6.279 -0.246 8.907
160 H 12.473 0.461 2.964
161 H -2.388 5.507 -11.657
162 H 3.748 5.424 10.379
163 H -7.279 5.107 -2.274
164 H -2.672 0.702 -7.877
165 H 12.083 -0.322 4.599
166 H -1.366 -6.953 -3.044
167 H 7.326 -7.431 -6.489
168 H -2.998 3.618 -7.111

LUMO level, eV: 0.16
SMILES: CCOC(=O)C(F)(F)F.CCOC(=O)C(F)(F)F.CCOC(=O)C(F)(F)F.CCOC(=O)C(F)(F)F.CCOC(=O)C(F)(F)F.CCOC(=O)C(F)(F)F.CCN(CC)CC.CCN(CC)CC.CC(C)=O.CC(C)=O.CC(C)=O.CC(C)=O
Spin multiplicity: 1
Frontier orbital gap, eV: 8.327
E_HOMO, eV: -8.2

[2]
Formula: C16H27ClN3O4S
Source: the OMol25 dataset
Level of theory: ωB97M-V/def2-TZVPD

Positions of all 52 atoms, in Å:
1 Cl 0.775 -3.818 -1.425
2 S -4.306 -2.441 -1.999
3 O 1.267 2.950 2.257
4 O -4.429 -3.223 -0.450
5 O -5.391 -3.094 -2.887
6 O -4.513 -0.894 -1.801
7 N -3.819 0.677 2.292
8 N 0.714 -0.752 0.458
9 N 0.519 -1.041 -0.840
10 C -2.902 1.717 2.261
11 C -1.996 -1.791 -3.720
12 C -2.298 2.201 0.783
13 C 2.751 3.661 3.960
14 C -0.542 -1.067 -3.386
15 C 1.513 -2.123 -1.323
16 C 2.612 2.738 1.805
17 C -0.245 0.267 0.872
18 C -1.502 0.639 -1.492
19 C -2.527 -2.828 -2.579
20 C 1.311 3.674 3.494
21 C -1.364 1.064 0.065
22 C 2.804 -2.254 -0.266
23 C 3.504 3.616 2.655
24 C -0.427 -0.531 -1.817
25 C 3.930 -3.339 -0.856
26 H 0.967 4.695 3.297
27 H -1.895 -2.885 -1.598
28 H 3.533 -4.429 -0.610
29 H 3.005 4.520 4.585
30 H 2.949 2.748 4.534
31 H -3.504 -3.486 -0.129
32 H 0.378 -1.659 -3.776
33 H 4.177 -3.174 -1.988
34 H -0.565 -0.060 -4.030
35 H -1.729 3.229 0.847
36 H 3.559 4.622 2.224
37 H -2.609 -3.901 -3.093
38 H -0.170 0.554 2.031
39 H -1.952 -2.216 -4.814
40 H -2.784 -0.895 -3.760
41 H 2.684 2.973 0.739
42 H -2.538 2.321 3.204
43 H -4.002 0.314 1.318
44 H 4.521 3.227 2.748
45 H -3.268 2.410 0.120
46 H 2.390 -2.774 0.726
47 H 0.633 3.210 4.216
48 H 3.286 -1.216 -0.009
49 H 4.898 -3.162 -0.200
50 H -2.257 1.089 -2.258
51 H 2.008 -1.739 -2.335
52 H 2.848 1.678 1.946

LUMO level, eV: -4.99
Spin multiplicity: 1
Net charge: +1
Energy above the lowest of the compared OMol25 structures with the same formula, charge and spin, kJ/mol: 130.0
Frontier orbital gap, eV: 7.256
E_HOMO, eV: -12.2

[3]
Formula: C3H4N3S
Source: the OMol25 dataset
Level of theory: ωB97M-V/def2-TZVPD

Positions of all 11 atoms, in Å:
1 S 2.823 1.336 1.136
2 N 0.946 0.137 -0.308
3 N -0.190 -0.268 -0.438
4 N -0.852 -0.034 1.340
5 C -0.915 -0.654 -1.561
6 C 1.323 0.689 0.871
7 C 0.136 0.549 1.808
8 H 0.188 0.893 2.761
9 H -1.897 -0.112 -1.685
10 H -0.293 -0.929 -2.486
11 H -1.268 -1.607 -1.438

LUMO level (spin up / spin down), eV: -5.13 / -8.31
Spin multiplicity: 3
Net charge: +1
Energy above the lowest of the compared OMol25 structures with the same formula, charge and spin, kJ/mol: 16.9
Frontier orbital gap (spin up / spin down), eV: 8.796 / 7.343
E_HOMO (spin up / spin down), eV: -13.9 / -15.7

[4]
Formula: C17H24N4O2S2
Source: the OMol25 dataset
Level of theory: ωB97M-V/def2-TZVPD

Positions of all 49 atoms, in Å:
1 S 4.215 -0.939 0.193
2 S 1.732 -0.534 -1.377
3 O -3.695 0.137 2.533
4 O 3.171 -3.920 -0.074
5 N 3.100 1.416 -0.229
6 N 1.661 -2.618 0.974
7 N 0.057 -1.682 2.293
8 N -0.299 -1.898 -0.042
9 C -4.330 -0.224 -2.253
10 C -2.740 1.251 -1.017
11 C 2.106 -2.302 -1.452
12 C -3.388 -0.134 -1.051
13 C 4.172 2.007 0.552
14 C 3.081 0.092 -0.412
15 C 2.030 2.267 -0.701
16 C -4.181 -0.368 0.242
17 C -2.310 -1.218 -1.168
18 C 0.822 2.279 0.234
19 C -3.318 -0.332 1.483
20 C 0.432 -2.036 1.060
21 C -1.499 -1.357 0.076
22 C 3.918 1.944 2.055
23 C -1.133 -1.135 2.411
24 C 2.396 -3.001 -0.140
25 C -1.987 -0.941 1.322
26 H -4.648 -1.357 0.210
27 H -1.636 -1.016 -2.003
28 H 3.048 2.531 2.334
29 H 2.049 -2.915 1.862
30 H -2.155 1.419 -1.918
31 H -3.778 -0.080 -3.178
32 H -2.784 -2.186 -1.363
33 H 2.426 3.279 -0.806
34 H 3.761 0.914 2.362
35 H -4.819 -1.195 -2.292
36 H 0.031 2.882 -0.202
37 H 5.090 1.459 0.323
38 H 1.209 -2.738 -1.896
39 H -3.503 2.024 -0.952
40 H -1.438 -0.840 3.406
41 H 1.718 1.917 -1.690
42 H -4.977 0.371 0.351
43 H 1.082 2.696 1.203
44 H 2.963 -2.456 -2.109
45 H 4.291 3.043 0.230
46 H -5.099 0.543 -2.191
47 H 0.451 1.268 0.380
48 H -2.083 1.352 -0.157
49 H 4.784 2.333 2.584

LUMO level, eV: 0.00
SMILES: CCN(CC)C(=S)SCC(=O)Nc1ncc2c(n1)CC(C)(C)CC2=O
Spin multiplicity: 1
Energy above the lowest of the compared OMol25 structures with the same formula, charge and spin, kJ/mol: 15.0
Frontier orbital gap, eV: 8.281
E_HOMO, eV: -8.3

[5]
Formula: C4H10N2O
Source: the OMol25 dataset
Level of theory: ωB97M-V/def2-TZVPD

Positions of all 17 atoms, in Å:
1 O -2.465 0.218 0.167
2 N -0.288 0.006 0.826
3 N -1.903 -1.534 1.484
4 C 0.720 0.880 -1.287
5 C 0.282 1.186 0.209
6 C -1.608 -0.388 0.806
7 C 1.652 -0.347 -1.203
8 H 0.961 -1.179 -0.981
9 H 2.541 -0.244 -0.545
10 H -1.119 -1.972 1.952
11 H 0.073 -0.315 1.718
12 H -2.848 -1.574 1.822
13 H 2.216 -0.744 -2.131
14 H -0.555 1.900 0.183
15 H -0.118 0.714 -1.944
16 H 1.201 1.622 0.680
17 H 1.257 1.769 -1.756

LUMO level, eV: 0.74
SMILES: CCCNC(N)=O
Spin multiplicity: 1
Energy above the lowest of the compared OMol25 structures with the same formula, charge and spin, kJ/mol: 92.2
Frontier orbital gap, eV: 10.278
E_HOMO, eV: -9.5

[6]
Formula: C8H24ClINOP2Pb
Source: the OMol25 dataset
Level of theory: ωB97M-V/def2-TZVPD

Positions of all 39 atoms, in Å:
1 Pb -0.004 -0.516 -1.378
2 I -0.018 -2.871 -2.964
3 Cl -0.019 -2.356 0.495
4 P 2.722 -0.047 0.568
5 P -2.721 -0.009 0.572
6 O 0.019 3.007 -2.382
7 N 0.002 0.414 1.959
8 C 0.009 1.278 -4.250
9 C 3.878 -0.113 -0.853
10 C -3.741 1.161 1.582
11 C -3.356 -1.565 1.368
12 C 3.758 1.105 1.580
13 C 3.332 -1.613 1.361
14 C -3.879 -0.059 -0.849
15 C 0.014 1.952 -2.922
16 H -3.479 -0.720 -1.633
17 H 4.815 -0.529 -0.454
18 H -3.383 2.186 1.405
19 H 0.828 0.725 2.457
20 H 2.624 -2.415 1.116
21 H -4.790 1.082 1.259
22 H 3.673 0.855 2.647
23 H 4.056 0.902 -1.229
24 H -0.824 0.729 2.456
25 H 3.415 2.135 1.406
26 H -4.822 -0.461 -0.449
27 H -0.893 0.638 -4.347
28 H -2.660 -2.378 1.123
29 H 3.469 -0.768 -1.637
30 H 0.903 0.626 -4.347
31 H -3.659 0.912 2.650
32 H -4.041 0.960 -1.225
33 H -3.422 -1.428 2.457
34 H -4.353 -1.793 0.960
35 H 4.805 1.013 1.256
36 H 4.325 -1.856 0.951
37 H 0.014 1.918 -5.159
38 H -0.002 -0.621 2.000
39 H 3.402 -1.479 2.449

LUMO level (spin up / spin down), eV: -13.72 / -13.57
Spin multiplicity: 1
Net charge: +3
Frontier orbital gap (spin up / spin down), eV: 5.129 / 4.291
E_HOMO (spin up / spin down), eV: -18.9 / -17.9